DFT (ωB97M-V/def2-TZVPD) results for a 2-piece molecular cluster, C6H12N overall in a non-equilibrium geometry.

Last column: Löwdin charge in e.
Geometry (Å):
C -1.538 -2.090 -2.668  -0.1365
C -1.034 1.226 1.887  0.0401
C 0.038 0.760 1.196  -0.4036
C -0.153 -0.377 0.211  -0.0989
C 2.166 1.737 0.187  -0.1085
C 1.316 1.360 1.383  -0.1067
N -0.817 -2.441 -1.646  0.0389
H -1.606 -2.616 -3.623  0.0648
H -0.734 -3.357 -2.144  0.0402
H -2.052 1.093 1.548  0.0549
H -0.862 1.975 2.655  0.0534
H -1.186 -0.691 0.271  0.0578
H 0.483 -1.182 0.595  0.0850
H 3.154 2.114 0.441  0.0608
H 1.681 2.431 -0.499  0.0780
H 1.492 1.931 2.291  0.0898
H -1.881 -1.047 -2.646  0.0572
H 2.433 0.768 -0.260  0.0706
H 0.202 -0.206 -0.808  0.0626

Computed properties:
- <S²>: 0.778
- Frontier orbital gap (alpha / beta): 0.296 / 0.356 Eh
- E_tot: -7902.696 eV
- 2S+1: 2
- Energy relative to the best compared isomer or geometry (same formula, charge and spin): 1.558 eV